## P
Molecular formula: C6H9N2
Method: DFT, the ωB97M-V functional and the def2-TZVPD basis

Atoms and positions in Å:
C (2.960, -0.028, -0.409)
C (1.702, 0.224, -0.492)
C (-0.613, -1.809, 0.558)
C (0.715, 0.256, 0.570)
C (-1.520, 0.437, -0.092)
C (-2.920, 0.750, -0.415)
N (0.433, -1.218, 0.850)
N (-0.479, 0.894, 0.265)
H (3.403, -0.142, -1.372)
H (3.534, -0.170, 0.496)
H (1.080, 0.376, -1.376)
H (-0.753, -2.868, 0.762)
H (1.030, 0.710, 1.494)
H (-3.685, 0.372, 0.228)
H (-2.967, 1.842, -0.349)
H (-3.127, 0.448, -1.415)
H (1.255, -1.616, 1.482)

Its charge is +1. The calculation puts the LUMO energy at -4.42 eV. The value obtained for the frontier orbital gap is 9.324 eV.

***

## Q
Molecular formula: C6H9N2
Method: DFT, the ωB97M-V functional and the def2-TZVPD basis

Atoms and positions in Å:
C (-1.457, 0.784, 0.764)
C (-2.238, -0.841, -0.529)
C (0.020, -0.879, 0.049)
C (0.908, -1.898, 0.633)
C (0.228, 1.583, -0.807)
C (0.031, 0.525, 0.316)
N (-1.037, -1.241, -0.729)
N (-2.470, 0.136, 0.441)
H (-1.544, 1.700, 1.309)
H (-3.080, -0.906, -1.216)
H (0.215, -2.479, 1.324)
H (1.708, -1.289, 1.107)
H (1.444, -2.469, -0.133)
H (0.414, 1.179, -1.760)
H (1.011, 2.302, -0.765)
H (-0.660, 2.214, -0.981)
H (0.915, 0.699, 1.034)

The SMILES is CC1=NC=[N+]=C[C@@H]1C. Its charge is +1. The calculation puts the LUMO energy at -6.20 eV. The value obtained for the frontier orbital gap is 8.924 eV.

***

Quick ranking, most stable first: Q, P.

***

## P
Molecular formula: CH3ClN2O2
Method: DFT, the ωB97M-V functional and the def2-TZVPD basis

Atoms and positions in Å:
C (1.008, -0.629, -0.591)
N (-0.957, -0.156, 0.464)
N (-0.113, 0.275, -0.326)
O (-0.113, 1.643, -0.876)
O (-1.972, 0.625, 0.974)
Cl (2.327, 0.020, 0.427)
H (0.873, -1.606, -0.321)
H (1.205, -0.530, -1.609)
H (-2.257, 0.358, 1.858)

The SMILES is [O-]/[N+](CCl)=N\O. Its charge is 0. The calculation puts the LUMO energy (alpha / beta) at -0.09 / -0.09 eV. The value obtained for the frontier orbital gap (alpha / beta) is 9.594 / 9.598 eV.

***

## Q
Molecular formula: CH3ClN2O2
Method: DFT, the ωB97M-V functional and the def2-TZVPD basis

Atoms and positions in Å:
C (-0.140, 1.020, 0.062)
N (0.388, -1.234, 0.065)
N (-0.593, -0.299, -0.079)
O (0.305, -2.478, -0.112)
O (-1.756, -0.609, -0.172)
Cl (1.343, 1.492, -0.826)
H (-0.877, 1.760, -0.142)
H (0.060, 1.222, 1.042)
H (1.270, -0.875, 0.161)

Its charge is 0. The calculation puts the LUMO energy (alpha / beta) at -0.02 / -0.08 eV. The value obtained for the frontier orbital gap (alpha / beta) is 8.864 / 9.060 eV.

***

## R
Molecular formula: CH3ClN2O2
Method: DFT, the ωB97M-V functional and the def2-TZVPD basis

Atoms and positions in Å:
C (-2.126, 0.509, 0.060)
N (-0.129, 1.511, 0.217)
N (-1.154, 1.178, 0.549)
O (-2.870, -0.500, 0.392)
O (0.528, 2.673, 0.620)
Cl (2.673, -1.954, -1.633)
H (3.060, -3.376, -1.226)
H (-2.337, 0.755, -0.897)
H (0.217, 3.556, 0.325)

The SMILES is O=C/N=N/O.Cl. Its charge is 0. The calculation puts the LUMO energy at -0.61 eV. The value obtained for the frontier orbital gap is 9.251 eV.

***

Quick ranking, most stable first: Q, P, R.